Molecular formula: C54H88O54
Method: DFT, ωB97M-V/def2-TZVPD

Energy relative to the best compared isomer or geometry (same formula, charge and spin) = 0.0 kcal/mol
Spin multiplicity = 1
Electronic energy = -167981.542 eV
HOMO-LUMO gap = 0.33577 hartree
F_max = 6.28 eV Å⁻¹

Last column: Mulliken charge in e.
Geometry (Å):
C: 2.42870 3.83552 1.46156  -0.32
C: 1.72131 2.85286 0.62505  1.28
O: 2.18869 1.66258 1.13097  0.99
C: 3.30256 1.89324 1.88247  -0.43
O: 3.92842 1.04358 2.44551  -0.42
O: 3.56954 3.14060 1.91559  -0.31
H: 1.92282 4.18781 2.36049  0.06
H: 2.83745 4.64834 0.86127  0.37
H: 1.76051 2.95929 -0.45903  -0.58
H: 0.63769 2.93988 0.70430  -0.81
C: 4.08176 2.42542 -3.63765  0.58
C: 5.53737 1.94052 -3.97466  -0.39
O: 6.01754 1.64762 -2.71074  -0.38
C: 5.15930 2.05634 -1.74993  0.25
O: 5.17985 1.79711 -0.62019  -0.29
O: 4.15502 2.71895 -2.29874  -0.10
H: 3.35390 1.64054 -3.84334  -0.29
H: 3.85342 3.31993 -4.21715  0.10
H: 6.21849 2.69679 -4.36483  0.32
H: 5.32926 1.09667 -4.63246  0.28
C: -2.49334 4.73692 -0.22936  0.40
C: -3.51676 3.61826 -0.09968  0.99
O: -4.25761 3.75429 -1.34324  -0.45
C: -3.82023 4.81087 -2.04781  0.62
O: -4.43288 5.23453 -3.09162  -0.67
O: -2.92174 5.50825 -1.34271  -0.39
H: -1.43711 4.48051 -0.31142  -0.31
H: -2.65916 5.37260 0.64042  0.32
H: -4.26115 3.80495 0.67435  0.12
H: -3.10315 2.61424 -0.19439  -0.65
C: 2.01114 1.58248 -7.09620  -0.46
C: 0.81667 0.86487 -7.65492  0.22
O: 0.98449 -0.49660 -7.21630  -0.33
C: 1.78734 -0.43417 -6.09407  0.36
O: 1.83640 -1.39173 -5.28558  -0.37
O: 2.33121 0.87003 -5.99514  -0.10
H: 1.90035 2.63470 -6.83416  0.29
H: 2.86156 1.66129 -7.77346  0.24
H: 0.89976 1.03655 -8.72811  0.40
H: -0.08908 1.27329 -7.20670  -0.30
C: -4.29202 -4.38892 0.43791  -0.09
C: -3.49602 -5.63284 0.17277  -0.33
O: -2.23801 -5.42189 0.82044  -0.33
C: -2.26225 -4.27645 1.57083  0.48
O: -1.20613 -3.91153 2.14838  -0.31
O: -3.50523 -3.71029 1.49528  -0.24
H: -5.27884 -4.73101 0.74978  0.39
H: -4.22318 -3.78235 -0.46510  0.02
H: -3.33172 -5.81278 -0.88964  0.25
H: -4.21390 -6.31162 0.63322  0.27
C: -0.15413 0.29276 10.43644  -0.36
C: 0.78312 -0.76855 9.95169  -0.32
O: 0.55106 -0.79052 8.52229  -0.28
C: -0.36893 0.15540 8.19763  0.49
O: -0.72627 0.46579 7.11915  -0.35
O: -0.81155 0.73887 9.33838  -0.33
H: 0.50330 1.03669 10.88641  0.25
H: -0.83067 -0.11548 11.18726  0.29
H: 0.65491 -1.70082 10.50172  0.28
H: 1.76921 -0.35888 10.17054  0.26
C: -3.08090 -2.07116 -4.88246  -0.39
C: -1.56959 -1.71024 -4.81930  1.14
O: -1.05478 -2.63150 -3.90568  0.26
C: -1.99009 -3.66244 -3.61474  0.21
O: -1.83420 -4.77513 -3.02042  -0.57
O: -3.26798 -3.29385 -4.06919  -0.42
H: -3.43302 -2.38659 -5.86461  0.27
H: -3.67958 -1.19862 -4.62101  0.32
H: -1.43350 -0.68844 -4.46507  -1.01
H: -1.08039 -1.73835 -5.79295  0.22
C: -0.01950 6.28521 -3.10877  -0.32
C: 0.70342 5.18444 -2.41347  0.85
O: 1.72965 4.71354 -3.28158  -0.09
C: 1.59056 5.23958 -4.48837  0.53
O: 2.20974 4.91258 -5.49248  -0.59
O: 0.48850 6.06634 -4.43182  -0.42
H: 0.28353 7.30221 -2.85978  0.29
H: -1.10521 6.19780 -3.06779  0.16
H: -0.06200 4.42693 -2.24494  -0.76
H: 1.04026 5.45962 -1.41402  0.34
C: 0.75026 2.98097 5.76706  0.41
C: 1.59515 3.22177 6.94120  -0.49
O: 2.54280 2.21016 6.83313  -0.38
C: 2.44685 1.53106 5.68110  0.31
O: 3.06264 0.51936 5.35230  -0.49
O: 1.40965 2.02250 4.92366  0.15
H: 0.59289 3.95107 5.29567  0.19
H: -0.20875 2.58104 6.09642  -0.20
H: 0.96714 3.14395 7.82869  0.30
H: 2.16236 4.15252 6.94982  0.26
C: -3.32346 2.93536 5.18989  -0.36
C: -3.98110 2.90653 3.81728  0.60
O: -2.93247 2.99282 2.93943  -0.02
C: -1.85477 3.44749 3.58555  0.59
O: -0.89977 3.94946 3.04054  -0.62
O: -2.01116 3.28955 4.88374  -0.29
H: -3.31804 1.93464 5.62193  0.13
H: -3.73609 3.72460 5.81833  0.35
H: -4.68464 3.70385 3.57767  0.23
H: -4.41477 1.91607 3.67931  -0.67
C: -3.31024 2.19712 -8.68024  -0.71
O: -3.13111 2.69001 -7.39263  -0.38
C: -2.50409 1.94682 -6.44789  0.72
O: -2.37033 0.75052 -6.52465  -0.49
O: -2.19346 2.82567 -5.40031  -0.31
C: -1.67021 2.36489 -4.14269  0.92
H: -3.04379 1.16227 -8.89513  0.31
H: -2.67238 2.92728 -9.17836  0.31
H: -4.34658 2.26082 -9.01195  0.27
H: -0.60714 2.13135 -4.20142  -0.13
H: -2.05869 1.36742 -3.93717  -0.05
H: -1.76578 3.15345 -3.39627  -0.51
C: 4.70223 -2.04793 -2.93770  -0.88
O: 3.28433 -2.18689 -2.64362  0.13
C: 2.84688 -3.07187 -1.87734  0.28
O: 3.43157 -3.98355 -1.30367  -0.63
O: 1.59254 -2.84193 -1.84304  0.61
C: 0.81822 -3.42289 -0.86133  -0.92
H: 5.10944 -1.06745 -2.69085  0.10
H: 4.80585 -2.24606 -4.00453  0.30
H: 5.27293 -2.77900 -2.36503  0.47
H: 0.32164 -4.37266 -1.05996  0.22
H: 0.00510 -2.70437 -0.75808  -0.09
H: 1.34754 -3.58610 0.07744  0.39
C: -1.66211 -0.02166 1.67040  0.10
O: -0.79814 -0.41113 0.58608  0.59
C: -0.61030 0.26221 -0.55865  -0.22
O: -1.31866 1.17638 -0.90780  -0.29
O: 0.47936 -0.11335 -1.13256  0.66
C: 0.80067 0.31514 -2.40932  1.52
H: -2.55351 -0.64769 1.71034  0.09
H: -2.10531 0.95782 1.49068  -0.26
H: -1.18763 0.03268 2.65020  0.00
H: 1.19517 1.32739 -2.32094  -0.25
H: -0.01754 0.35297 -3.12848  -1.26
H: 1.59584 -0.22989 -2.91799  -0.44
C: 2.41158 -4.95518 4.45954  -0.56
O: 3.43212 -3.96840 4.39267  -0.39
C: 3.27145 -2.86433 3.62103  0.55
O: 4.22779 -2.07147 3.58424  -0.53
O: 2.03804 -2.80396 3.08057  -0.10
C: 1.78279 -1.71883 2.21836  0.67
H: 2.73363 -5.80594 5.06005  0.30
H: 2.01193 -5.35207 3.52634  0.23
H: 1.52870 -4.52054 4.92826  0.19
H: 2.37281 -1.87392 1.31508  -0.09
H: 1.96281 -0.81581 2.80167  0.03
H: 0.71148 -1.66650 2.02436  -0.48
C: 5.58994 -1.45432 0.33437  0.27
O: 6.68269 -0.67807 0.23867  -0.22
C: 7.35863 -0.26921 1.35500  0.77
O: 7.24145 -0.52679 2.58606  -0.58
O: 8.42402 0.39912 0.85190  -0.30
C: 9.46712 0.81960 1.69973  -0.71
H: 4.73066 -1.08167 -0.22319  -0.40
H: 5.24965 -1.44217 1.36982  0.12
H: 5.69973 -2.45392 -0.08618  0.27
H: 9.02089 1.37479 2.52481  0.31
H: 10.06232 1.50511 1.09646  0.22
H: 10.10231 -0.03850 1.91948  0.29
C: 1.23660 -5.34464 -4.06503  0.00
O: 0.34232 -5.96346 -5.00916  -0.27
C: -0.11222 -7.30051 -4.92393  0.69
O: -0.84736 -7.78492 -5.73411  -0.56
O: 0.59168 -7.96734 -3.97357  -0.28
C: 0.48773 -9.40630 -3.94040  -0.81
H: 0.88491 -4.31710 -3.97231  -0.44
H: 2.20917 -5.14348 -4.51419  0.37
H: 1.20653 -5.70148 -3.03553  0.36
H: -0.44143 -9.82880 -4.32283  0.34
H: 0.30436 -9.37520 -2.86639  0.30
H: 1.39411 -10.00868 -3.87946  0.30
C: -6.93659 1.34023 1.88405  -1.02
O: -5.66133 1.22659 1.26873  0.15
C: -5.39565 0.10896 0.55112  0.57
O: -6.21115 -0.86721 0.34935  -0.70
O: -4.24505 0.37845 -0.04154  0.13
C: -3.77137 -0.44123 -1.11977  -0.25
H: -7.35695 0.40213 2.24646  0.32
H: -7.65181 1.58054 1.09741  0.35
H: -7.00153 2.12596 2.63673  0.26
H: -3.16039 0.14545 -1.80577  -0.48
H: -4.51162 -0.98913 -1.70281  0.72
H: -3.09472 -1.10756 -0.58475  0.04
C: -6.38513 0.08516 5.32273  -0.36
O: -5.18356 -0.63764 5.80632  -0.41
C: -4.08973 -0.73909 5.12116  0.51
O: -3.93828 -0.39871 3.91491  -0.10
O: -3.18294 -1.34680 5.89272  -0.42
C: -1.96260 -1.79669 5.37815  -0.45
H: -6.85318 0.53445 6.19861  0.35
H: -7.08799 -0.60518 4.85634  0.28
H: -6.14494 0.94702 4.70016  -0.03
H: -1.39125 -1.01926 4.87092  -0.01
H: -2.00264 -2.59669 4.63889  0.37
H: -1.37513 -2.15411 6.22386  0.27

Force components x, y, z for each atom (eV/Å):
C 1.2 2.3 -0.1
C -2.3 0.4 -0.9
O -0.1 -1.8 -0.1
C 0.7 -3.9 0.8
O -0.5 0.2 -0.7
O 0.8 2.6 0.3
H -0.5 0.1 -0.3
H -0.4 0.4 0.2
H 1.4 -0.2 -0.3
H -0.3 -0.2 0.9
C 1.0 0.6 -2.3
C -1.9 0.9 -0.5
O 1.0 -1.3 1.3
C -0.3 -0.6 -1.5
O 0.9 -0.4 2.8
O -1.3 1.2 0.6
H 0.0 0.0 0.1
H -0.3 -0.1 0.1
H -0.4 -0.1 -0.6
H 1.1 -0.3 0.1
C -0.4 0.7 1.6
C -0.2 -0.4 -1.6
O 0.4 0.2 -0.9
C -4.8 2.0 -3.2
O 3.5 -2.0 4.2
O 0.6 -0.1 -1.1
H -0.2 -0.3 -0.1
H 0.7 0.1 0.0
H 0.4 -0.4 0.2
H 0.0 0.1 1.0
C 0.4 2.0 -1.6
C 0.2 1.0 -0.4
O 1.1 1.0 0.7
C -1.0 -2.3 1.9
O 0.6 4.4 -3.1
O 0.4 -4.1 3.0
H -0.8 0.0 0.3
H 0.2 -0.7 -0.4
H -0.8 -0.8 -0.1
H -0.1 -0.3 -0.3
C 1.5 1.0 -0.4
C -0.4 0.0 0.2
O -0.5 0.1 0.3
C 3.1 -0.2 0.6
O -4.7 -0.6 -1.7
O 0.4 -0.3 0.0
H 0.0 1.2 0.2
H -0.8 0.6 0.4
H 0.0 -0.2 0.2
H 1.4 -1.6 0.1
C 0.8 -0.6 2.3
C 0.9 0.3 -0.2
O -0.2 -0.3 0.2
C 0.8 -0.5 1.6
O -0.2 0.0 -0.8
O -1.5 1.3 -1.7
H -0.7 0.6 0.1
H -0.3 0.3 0.0
H -0.1 -0.3 -0.9
H 0.4 -0.7 -0.6
C -0.1 -0.6 -0.8
C -1.4 0.3 -0.6
O -0.7 -3.2 1.4
C -0.7 -2.7 1.3
O 0.1 5.6 -2.5
O 2.7 1.3 0.3
H 0.3 0.2 -0.1
H -0.3 -0.5 0.7
H 0.0 -0.2 0.3
H 0.1 -0.5 0.1
C 1.1 0.7 -1.1
C -1.0 -0.7 1.7
O 0.7 -0.3 1.2
C -1.3 -0.3 -1.7
O -1.2 1.1 2.3
O 0.5 0.1 -2.1
H -0.1 0.0 0.4
H 0.1 -0.1 -0.2
H 0.4 -0.7 -0.2
H 0.7 0.0 -0.3
C -1.8 0.8 -1.2
C 0.7 0.5 0.6
O 1.5 -1.5 0.8
C 0.4 -3.7 -1.7
O -1.4 3.3 1.3
O 0.6 0.9 1.1
H -0.2 -0.4 -0.7
H 0.2 -0.1 -0.4
H 0.5 -0.1 0.4
H -0.3 0.3 0.0
C -1.0 0.0 0.1
C -1.8 -1.3 0.6
O 1.4 0.4 -1.7
C 1.5 0.8 -1.4
O -0.8 -0.7 0.5
O 1.3 0.7 0.7
H -0.1 0.2 0.4
H -0.1 -0.4 0.3
H -0.2 0.0 0.4
H -0.4 0.2 -0.2
C 0.3 0.2 -1.5
O 0.6 -0.3 3.1
C -1.1 1.3 0.8
O 0.6 0.5 0.7
O -0.3 -0.9 -1.7
C 0.7 -1.2 -1.1
H 0.5 0.1 0.6
H -0.3 -0.5 -1.3
H 0.0 0.5 0.3
H 0.4 0.5 -0.4
H -0.7 0.4 0.7
H -0.7 -0.3 -0.2
C -0.1 -1.0 0.0
O 3.8 4.0 -3.0
C 1.2 -3.9 2.4
O -0.2 0.9 -0.4
O -2.8 0.1 -0.3
C -1.8 -0.4 1.7
H -0.6 0.2 0.1
H 0.1 0.1 0.1
H -0.2 -0.1 -0.1
H 0.4 -0.2 -0.8
H 0.0 -0.1 0.6
H 0.1 0.4 -0.1
C -1.3 1.1 -0.8
O 0.9 -0.9 0.1
C -1.2 1.4 2.3
O -0.4 0.6 -0.7
O 1.0 -2.4 0.3
C 0.7 1.8 -1.7
H 0.5 -0.5 0.1
H 0.3 0.3 -0.2
H 0.6 -0.5 -0.4
H -0.1 0.4 -0.1
H -0.4 -0.2 0.4
H -0.1 -0.8 0.8
C -1.2 0.1 0.3
O -0.2 -0.4 -0.6
C 2.6 1.4 0.9
O -3.4 -1.9 -0.8
O 0.9 -1.0 0.8
C -0.4 0.9 0.4
H 0.4 0.3 0.0
H 0.6 0.3 -0.5
H 0.0 0.0 0.3
H -0.1 0.7 0.0
H 0.8 0.3 -0.6
H 0.1 -0.7 -0.3
C -3.2 -1.4 1.2
O 2.8 2.0 0.7
C 1.2 -1.2 2.8
O -0.4 0.8 -4.9
O -1.1 -0.2 -0.9
C -0.2 0.3 -0.2
H 0.1 0.8 -0.3
H -0.1 -0.7 0.1
H 0.6 -0.2 0.4
H 0.5 -0.4 0.4
H -0.1 0.0 0.0
H -0.2 0.1 0.7
C -0.6 1.3 0.0
O -1.3 -2.1 0.3
C 2.7 1.3 -0.5
O -0.1 0.5 0.7
O 0.0 0.6 -1.8
C -1.3 0.5 3.6
H -0.5 0.0 0.0
H 0.3 -1.1 0.1
H 0.3 -0.7 -0.4
H 0.6 0.2 -0.8
H -0.5 -1.2 0.5
H 0.3 0.6 -1.6
C -1.4 -0.6 -0.9
O 0.2 -0.6 0.7
C -3.7 -2.1 -1.4
O 3.8 4.0 1.1
O -0.6 0.0 -0.6
C 0.8 -0.8 0.4
H 0.7 -0.2 0.4
H 0.0 0.4 -0.1
H 0.7 -0.1 -0.1
H -0.3 0.4 0.4
H -0.4 0.1 0.6
H 0.1 -0.6 -0.6
C 0.9 0.0 0.5
O -2.4 1.0 0.9
C 1.6 -0.1 -3.9
O -0.2 -0.6 3.3
O -1.4 0.5 0.1
C 1.8 -0.2 -0.9
H 0.2 -0.5 0.2
H 0.4 0.0 -0.1
H 0.3 -0.5 -0.4
H -0.1 0.3 0.3
H -0.7 -0.2 0.1
H -0.2 0.2 0.0